#A
A cluster of 2 separate species, C5H12NO2P in total. Source: the OMol25 dataset; level of theory: ωB97M-V/def2-TZVPD.

Atoms and positions in Å:
1 C -0.21724 0.61437 0.24612
2 C 0.52018 -0.04785 -4.34412
3 C -0.34358 -1.45548 1.99155
4 C 0.61691 0.99882 3.03322
5 C -0.45523 0.53472 -3.28677
6 N -1.15850 1.23270 -0.33618
7 O -2.02078 0.64927 2.42254
8 O -1.06120 1.55616 -3.25753
9 P -0.65708 0.29268 1.99505
10 H -0.02804 -0.90328 -4.73704
11 H 1.25355 -0.33353 -3.64220
12 H 0.81310 0.73879 -4.96901
13 H 0.67489 -1.51797 1.86866
14 H -0.61188 -1.92296 2.96956
15 H -1.04842 -1.84935 1.23056
16 H 1.65388 0.60711 2.74207
17 H 0.64567 2.03030 2.99258
18 H 0.20210 0.52481 3.87277
19 H -0.51489 -0.30902 -2.53211
20 H -2.05727 1.53860 0.25107
21 H -1.25795 1.56124 -1.31186

* net charge: 0
* orbital gap: 9.0 eV
* molar mass: 149.1 g/mol

#B
An isolated molecule of C5H12NO2P. Source: the OMol25 dataset; level of theory: ωB97M-V/def2-TZVPD.

Atoms and positions in Å:
1 C -1.14048 2.23078 0.11050
2 N -1.29213 0.93614 -0.52989
3 C -2.05631 -0.10591 0.22459
4 C -1.19806 -1.26690 -0.22665
5 C -0.21938 0.08559 -0.86714
6 P 1.51138 0.24928 -0.03842
7 C 2.71193 -1.15456 -0.47626
8 O 2.02992 1.61293 -0.05376
9 O 1.46386 -0.15980 1.61737
10 H -0.63332 2.17461 1.08977
11 H -0.55061 2.98933 -0.39240
12 H -2.23274 2.59195 0.07849
13 H -3.08043 -0.20061 -0.14681
14 H -2.05454 -0.07717 1.33982
15 H -0.79531 -1.95028 0.54256
16 H -1.64219 -1.82395 -1.10648
17 H -0.14210 0.03593 -2.02148
18 H 3.39330 -0.57338 0.11882
19 H 2.29106 -2.04955 -0.06597
20 H 2.98412 -1.19231 -1.53476
21 H 0.75251 -0.79178 1.76520

* SMILES: CN1CC[C@@H]1[P@@](C)(=O)O
* net charge: 0
* orbital gap: 9.2 eV
* molar mass: 149.1 g/mol

Decreasing stability: #B, #A

#A
A cluster of 2 separate species, C3H12N2S in total. Source: the OMol25 dataset; level of theory: ωB97M-V/def2-TZVPD.

Atoms and positions in Å:
1 C 0.88504 -2.17733 -0.50180
2 C 1.62804 -2.17831 0.84344
3 S 2.12271 -0.60005 1.52418
4 H 0.87111 -1.19821 -0.96428
5 H -0.14813 -2.42279 -0.28700
6 H 1.34205 -2.88996 -1.17889
7 H 0.97885 -2.69528 1.53422
8 H 2.46355 -2.86686 0.84784
9 H 0.99148 0.11447 1.62858
10 N -2.31730 2.06007 -1.06929
11 C -1.38902 2.32738 0.00958
12 N -0.18188 1.43903 0.10326
13 H -1.82090 1.65696 -1.86159
14 H -2.88851 1.26533 -0.79280
15 H -1.02781 3.35032 -0.08660
16 H -1.84096 2.19168 0.99395
17 H -0.28797 0.65408 -0.52797
18 H 0.61965 1.96947 -0.21482

* SMILES: CCS.NCN
* net charge: 0
* orbital gap: 9.5 eV
* molar mass: 108.2 g/mol

#B
A cluster of 2 separate species, C3H12N2S in total. Source: the OMol25 dataset; level of theory: ωB97M-V/def2-TZVPD.

Atoms and positions in Å:
1 C -2.87411 -1.19925 -1.55174
2 S -2.17127 0.13869 -0.78201
3 C -3.22383 1.42206 -0.14240
4 H -2.01765 -1.74357 -2.18679
5 H -3.56997 -1.00920 -2.31139
6 H -3.19186 -2.06303 -0.78461
7 H -2.90044 1.72305 0.76878
8 H -2.97217 2.40456 -0.76075
9 H -4.31215 0.92245 -0.42559
10 N 2.64716 0.25018 2.01501
11 C 2.69159 0.34886 0.56694
12 N 3.66311 -0.57445 0.04485
13 H 2.41868 -0.59312 2.38522
14 H 3.19862 0.83305 2.44092
15 H 1.79878 0.01068 0.16883
16 H 3.05654 1.25402 0.05382
17 H 4.50009 -0.62501 0.45514
18 H 3.25887 -1.49997 0.04575

* SMILES: CSC.NCN
* net charge: 0
* orbital gap: 9.2 eV
* molar mass: 108.2 g/mol

#C
A cluster of 2 separate species, C3H12N2S in total. Source: the OMol25 dataset; level of theory: ωB97M-V/def2-TZVPD.

Atoms and positions in Å:
1 C -0.77581 0.05305 2.07985
2 C -1.09582 1.09989 1.01814
3 S -1.86966 2.38804 1.87827
4 H -0.76810 -0.92732 1.57960
5 H -1.72695 -0.00178 2.77122
6 H 0.11772 0.35300 2.64251
7 H -0.20813 1.34189 0.40690
8 H -1.87194 0.67049 0.27954
9 H -0.84994 2.28353 2.72681
10 N 1.19327 -0.32323 -2.73919
11 C 0.55255 -1.10235 -1.66162
12 N 1.42912 -1.04144 -0.53316
13 H 1.01292 0.68771 -2.96293
14 H 1.19825 -0.78569 -3.67754
15 H -0.46703 -0.80712 -1.41145
16 H 0.66522 -2.14215 -2.05089
17 H 1.08208 -0.62831 0.37506
18 H 2.38224 -1.11824 -0.72111

* SMILES: CCS.NCN
* net charge: 0
* orbital gap: 9.5 eV
* molar mass: 108.2 g/mol

Decreasing stability: #A, #C, #B

#A
A cluster of 2 separate species, C3H12N2S in total. Source: the OMol25 dataset; level of theory: ωB97M-V/def2-TZVPD.

Atoms and positions in Å:
1 C 2.38941 -0.36689 0.60018
2 C 1.74665 -0.59998 1.95519
3 S -0.10744 -0.97224 1.91233
4 H 2.15958 -1.19965 -0.06973
5 H 2.16567 0.58626 0.12384
6 H 3.47318 -0.40183 0.76448
7 H 1.90716 0.23809 2.63130
8 H 2.17467 -1.48788 2.41733
9 H -0.72726 0.04024 1.34611
10 N -0.52889 0.66145 -1.10680
11 C -1.00094 1.26427 -2.33660
12 N -2.32607 0.73319 -2.76132
13 H 0.38042 1.00624 -0.83254
14 H -1.09212 0.58250 -0.28749
15 H -0.28116 0.95819 -3.10257
16 H -1.08069 2.35097 -2.33765
17 H -2.98277 1.07264 -2.06165
18 H -2.24109 -0.26112 -2.54890

* SMILES: CCS.NCN
* net charge: 0
* orbital gap: 9.8 eV
* molar mass: 108.2 g/mol

#B
A cluster of 2 separate species, C3H12N2S in total. Source: the OMol25 dataset; level of theory: ωB97M-V/def2-TZVPD.

Atoms and positions in Å:
1 C 2.94847 -0.09377 -3.35632
2 C 3.62540 -1.36088 -3.91372
3 S 2.56450 -2.38455 -4.95803
4 H 1.94205 -0.37132 -3.01982
5 H 3.03445 0.72435 -4.05793
6 H 3.44162 0.18436 -2.41147
7 H 4.41513 -1.09889 -4.63332
8 H 4.17368 -1.88518 -3.12962
9 H 1.56833 -2.57287 -4.07656
10 N -3.16885 3.03130 5.77647
11 C -3.37127 1.62966 5.43485
12 N -4.75561 1.20470 5.56228
13 H -3.61306 3.61914 5.07865
14 H -3.64580 3.25066 6.65495
15 H -2.94880 1.59917 4.42583
16 H -2.77727 1.03943 6.12867
17 H -5.39374 1.87718 5.15124
18 H -4.89847 0.30516 5.11692

* SMILES: CCS.NCN
* net charge: 0
* orbital gap: 10.2 eV
* molar mass: 108.2 g/mol

Decreasing stability: #B, #A

#A
A cluster of 2 separate species, C3H12N2S in total. Source: the OMol25 dataset; level of theory: ωB97M-V/def2-TZVPD.

Atoms and positions in Å:
1 N -1.76729 -0.04084 0.72506
2 C -0.98953 -1.26811 0.45681
3 C 0.48829 -1.09342 0.83133
4 N 1.23719 -2.34101 0.80707
5 H -1.51742 0.64167 0.00480
6 H -2.76750 -0.17389 0.63062
7 H -1.43761 -2.07023 1.08409
8 H -1.09917 -1.58534 -0.58911
9 H 0.92988 -0.25773 0.22782
10 H 0.43932 -0.80953 1.89316
11 H 1.58467 -2.46159 -0.13407
12 H 2.02803 -2.31233 1.43625
13 C 0.65571 2.87054 -1.08804
14 S 0.77198 1.08764 -1.99087
15 H 1.15780 3.47903 -1.84847
16 H -0.38800 3.14333 -0.96610
17 H 1.20747 2.89814 -0.15585
18 H -0.53381 0.29371 -1.32449

* SMILES: NCCN.CS
* net charge: 0
* orbital gap: 9.5 eV
* molar mass: 108.2 g/mol

#B
A cluster of 2 separate species, C3H12N2S in total. Source: the OMol25 dataset; level of theory: ωB97M-V/def2-TZVPD.

Atoms and positions in Å:
1 C 0.46144 -1.71815 -1.94503
2 S 1.22164 -2.02972 -0.33344
3 C 2.26970 -0.56856 -0.15672
4 H -0.14286 -2.65900 -2.11590
5 H 1.29889 -1.47026 -2.70878
6 H -0.12513 -0.80452 -2.00247
7 H 2.59131 -0.37673 0.92065
8 H 3.28629 -0.66575 -0.64088
9 H 1.77978 0.27215 -0.85638
10 N -0.52723 1.23346 2.07297
11 C -1.89359 1.07593 1.52133
12 N -2.05362 0.93598 0.00029
13 H 0.00989 0.33950 1.94342
14 H -0.02169 1.77074 1.30767
15 H -2.41872 0.19678 1.95564
16 H -2.39677 2.06856 1.88729
17 H -2.10810 1.83535 -0.39937
18 H -1.23123 0.56424 -0.45029

* SMILES: CSC.NCN
* net charge: 0
* orbital gap: 9.5 eV
* molar mass: 108.2 g/mol

Decreasing stability: #B, #A

#A
A cluster of 2 separate species, C3H12N2S in total. Source: the OMol25 dataset; level of theory: ωB97M-V/def2-TZVPD.

Atoms and positions in Å:
1 C -1.07225 2.00949 4.78762
2 S 0.03407 0.95298 3.79113
3 C -0.46238 -0.74362 4.40254
4 H -1.47201 1.48528 5.65281
5 H -0.58495 2.93051 5.09696
6 H -1.92838 2.30346 4.17824
7 H -0.60035 -0.58638 5.46244
8 H 0.43844 -1.32489 4.22449
9 H -1.24937 -1.11019 3.76425
10 N 0.16933 -2.13588 -5.17998
11 C 1.03217 -0.99176 -5.42191
12 N 0.36572 0.06403 -6.18600
13 H -0.46858 -1.99315 -4.42166
14 H 0.81246 -2.90027 -5.06236
15 H 1.72700 -1.40081 -6.16125
16 H 1.56917 -0.53822 -4.57817
17 H 0.99146 0.81002 -6.38793
18 H -0.43858 0.50323 -5.78023

* SMILES: CSC.NCN
* net charge: 0
* orbital gap: 9.5 eV
* molar mass: 108.2 g/mol

#B
A cluster of 2 separate species, C3H12N2S in total. Source: the OMol25 dataset; level of theory: ωB97M-V/def2-TZVPD.

Atoms and positions in Å:
1 C -1.21582 1.76504 -1.82570
2 S -1.54304 1.04119 -0.23589
3 C -1.44171 -0.71153 -0.66389
4 H -0.85303 2.82028 -1.80118
5 H -1.96697 1.69075 -2.64589
6 H -0.38044 1.21467 -2.33289
7 H -0.81570 -1.08473 0.13599
8 H -2.50565 -1.06462 -0.58533
9 H -1.15453 -0.77192 -1.70175
10 N 1.56961 -1.47217 2.18374
11 C 1.81840 -1.42871 0.76977
12 N 2.07360 -0.04811 0.29826
13 H 2.39941 -1.75550 2.68343
14 H 1.42967 -0.49546 2.46041
15 H 2.76580 -1.98862 0.63614
16 H 1.08987 -1.99404 0.08854
17 H 1.35598 0.16641 -0.37740
18 H 2.97984 0.07426 -0.14280

* SMILES: CSC.NCN
* net charge: 0
* orbital gap: 9.4 eV
* molar mass: 108.2 g/mol

Decreasing stability: #A, #B

#A
A cluster of 2 separate species, C4H10NO in total. Source: the OMol25 dataset; level of theory: ωB97M-V/def2-TZVPD.

Atoms and positions in Å:
1 C -2.33403 -0.36590 0.09468
2 C -1.08577 0.40392 -0.22249
3 C -0.91268 1.28738 -1.19814
4 C 0.85346 -0.56657 0.69623
5 N 0.02545 0.37991 0.77860
6 H -2.15628 -1.08475 0.88796
7 H -3.11446 0.32700 0.42188
8 H -2.71471 -0.84611 -0.80258
9 H -0.13870 2.04978 -1.07961
10 H -1.43585 1.41925 -2.13332
11 H 1.62383 -0.79182 1.41742
12 H 0.67669 -1.44864 0.08244
13 H 0.01319 1.25085 1.29057
14 H 3.49157 -1.36939 0.32886
15 H 3.75787 -0.23127 -0.71884
16 O 3.45041 -0.41363 0.15634

* net charge: +1
* orbital gap: 9.7 eV
* molar mass: 88.1 g/mol

#B
The ion C4H10NO with charge +1. Source: the OMol25 dataset; level of theory: ωB97M-V/def2-TZVPD.

Atoms and positions in Å:
1 C -2.42006 0.46994 0.32715
2 C -1.36179 0.13816 -0.32602
3 C -0.15219 -0.55779 0.10709
4 O 0.00497 -1.80583 -0.63799
5 N 1.00524 0.16074 -0.47531
6 C 2.03315 0.71397 0.46511
7 H -3.30848 0.79799 -0.21020
8 H -2.67516 0.23162 1.43861
9 H -1.39725 0.26394 -1.47594
10 H -0.06103 -0.80188 1.17295
11 H -0.79993 -2.38351 -0.44534
12 H 0.69945 0.88462 -1.14014
13 H 1.50943 -0.58064 -0.96474
14 H 1.81665 1.74655 0.72334
15 H 2.02751 0.11012 1.39727
16 H 3.07948 0.61202 0.04416

* SMILES: C=C[C@@H](O)[NH2+]C
* net charge: +1
* orbital gap: 11.8 eV
* molar mass: 88.1 g/mol

#C
The ion C4H10NO with charge +1. Source: the OMol25 dataset; level of theory: ωB97M-V/def2-TZVPD.

Atoms and positions in Å:
1 C -0.49119 -0.31125 -0.44330
2 C 0.04347 1.01478 0.28475
3 C 0.33824 -1.28387 0.41132
4 C -1.89690 -0.35313 -0.04182
5 N 1.38370 1.49221 -0.00742
6 O 1.48624 -1.78378 -0.13663
7 H -0.17327 -0.23945 -1.44235
8 H -0.07300 0.99067 1.32865
9 H 0.17555 -1.47036 1.48861
10 H -2.20457 -0.89299 0.82824
11 H -2.47792 -0.92070 -0.71149
12 H -2.44308 0.67693 -0.12118
13 H 2.23627 0.99444 0.29882
14 H 1.43380 2.41524 0.34745
15 H 1.44193 1.60496 -1.05558
16 H 1.22072 -1.93372 -1.02806

* net charge: +1
* orbital gap (alpha / beta): 8.5 / 7.7 eV
* molar mass: 88.1 g/mol

#D
A cluster of 2 separate species, C4H10NO in total. Source: the OMol25 dataset; level of theory: ωB97M-V/def2-TZVPD.

Atoms and positions in Å:
1 C 0.11958 1.69924 -1.29917
2 C 0.44908 1.67926 0.15539
3 C 1.03712 -1.85469 -0.26068
4 C -1.84087 0.76552 0.16802
5 N -0.81410 1.22955 -0.36265
6 O 0.22766 -1.29860 0.68429
7 H -0.31708 2.54829 -1.67623
8 H 0.55277 1.02487 -1.99877
9 H 1.09944 0.86251 0.64431
10 H 0.40521 2.55642 0.63756
11 H 0.38247 -1.77474 -1.30644
12 H 1.30225 -2.94019 -0.13063
13 H 1.93828 -1.33481 -0.53357
14 H -1.78044 0.75134 1.26537
15 H -2.78295 0.44531 -0.24606
16 H 0.56675 -1.70195 1.59414

* net charge: +1
* orbital gap: 9.7 eV
* molar mass: 88.1 g/mol

Decreasing stability: #B, #A, #D, #C

#A
An isolated molecule of C9H13P. Source: the OMol25 dataset; level of theory: ωB97M-V/def2-TZVPD.

Atoms and positions in Å:
1 C 3.53906 -0.61466 0.28097
2 C 2.28782 0.10335 0.59298
3 C 0.95625 0.15689 0.56718
4 P -0.78445 -0.48352 0.46058
5 C -0.53336 -1.80624 -0.77318
6 C -2.39199 -0.98416 1.38476
7 C -3.29248 -0.16535 0.81095
8 C -2.97277 0.90306 -0.13443
9 C -1.40656 0.91468 -0.42860
10 C 1.71965 1.40199 1.03677
11 H 3.15291 -1.50077 -0.13775
12 H 4.34596 -0.15876 -0.35679
13 H 4.11821 -0.96654 1.24392
14 H -1.57586 -2.21821 -0.93227
15 H 0.01812 -2.58270 -0.34329
16 H -0.18220 -1.57588 -1.79987
17 H -4.33853 -0.50707 0.87049
18 H -3.55837 0.62732 -1.04895
19 H -3.40635 1.82544 0.34033
20 H -1.21471 0.75775 -1.57271
21 H -1.05402 1.86309 -0.29140
22 H 1.79471 2.12573 0.29268
23 H 1.78193 1.71279 2.04725

* SMILES: CC1=C([P@@]2(C)=C=CCC2)C1
* net charge: 0
* orbital gap (alpha / beta): 7.8 / 7.8 eV
* molar mass: 152.2 g/mol

#B
An isolated molecule of C9H13P. Source: the OMol25 dataset; level of theory: ωB97M-V/def2-TZVPD.

Atoms and positions in Å:
1 C 0.49583 -2.60384 -1.99038
2 P 1.40898 -2.11884 -0.68323
3 C 0.40300 -0.65663 0.08077
4 C -0.91602 -0.47768 -0.59087
5 C -1.73937 0.54843 0.16018
6 C -1.05951 0.67225 1.47856
7 C 0.32256 1.24517 1.59585
8 C 1.00199 1.68624 0.26922
9 C 1.41544 0.42369 -0.44843
10 C 0.08880 -0.25433 1.54974
11 H -0.53332 -2.48785 -2.08901
12 H 0.93712 -3.17001 -2.79018
13 H -1.52395 -1.43338 -0.63157
14 H -1.04238 -0.27186 -1.67940
15 H -1.79231 1.50749 -0.51861
16 H -2.79252 0.17308 0.30153
17 H -1.56704 0.76321 2.42365
18 H 0.69106 1.67343 2.43653
19 H 1.74988 2.46794 0.44811
20 H 0.26692 2.22189 -0.21409
21 H 1.45681 0.72149 -1.47384
22 H 2.38350 0.17109 -0.02898
23 H 0.34451 -0.80099 2.39445

* SMILES: C=P[C@]12CC[C@@H]3[C@H](CC1)[C@@H]32
* net charge: 0
* orbital gap: 9.5 eV
* molar mass: 152.2 g/mol

Decreasing stability: #B, #A